[1]
Formula: C20H23N4O3STc
Source: OMol25
Level of theory: ωB97M-V with the def2-TZVPD basis set

Summary:
Total charge   +1
ΔE to the lowest compared entry with this formula, charge and spin   56.9 kcal per mole
Spin multiplicity   4
F_max   0.0497 Eh/bohr

```
52
Properties=species:S:1:pos:R:3:forces:R:3
Tc -0.822752 -1.624679 0.779658 1.321 1.685 1.398
O -0.306121 0.251241 1.114417 -0.284 -1.541 -0.154
C -1.101198 1.286899 1.262755 -0.590 0.494 -0.054
C -0.630438 2.373758 2.020321 0.223 -0.192 0.058
C -1.337882 3.550987 2.085004 -0.112 -0.099 -0.107
C -2.542734 3.704775 1.384588 -0.046 0.057 0.016
C -3.045876 2.645154 0.677504 -0.086 0.055 0.029
C -2.371651 1.408640 0.634120 0.363 0.064 0.251
C -2.940486 0.332030 -0.097960 0.188 -0.133 0.063
N -2.498318 -0.883458 -0.068109 -1.032 0.412 -0.457
C -2.901280 -1.816268 -1.116922 0.250 -0.230 -0.208
C -1.691998 -1.906932 -2.062721 -0.186 0.092 -0.039
N -0.481035 -1.900552 -1.222812 0.217 -0.533 -0.660
C 0.661064 -2.206166 -1.779902 0.010 -0.057 0.210
C 1.877322 -2.442695 -1.101294 -0.061 -0.091 0.446
C 3.045675 -2.631491 -1.874965 0.031 -0.097 -0.100
C 4.228413 -3.000473 -1.302966 0.058 0.067 -0.076
C 4.278221 -3.226222 0.082814 -0.138 0.001 -0.088
C 3.169453 -3.046187 0.868090 -0.283 0.095 0.214
C 1.944854 -2.619519 0.318435 0.615 0.027 -0.751
O 0.924528 -2.448027 1.112323 -0.573 -0.164 0.282
H 0.303354 2.235366 2.550019 0.048 0.051 -0.060
H -0.964748 4.373954 2.680472 0.061 -0.026 0.010
H -3.077232 4.643288 1.420010 -0.008 -0.006 0.000
H -3.984872 2.750033 0.146617 -0.021 -0.054 0.019
H -3.785299 0.562779 -0.745831 -0.010 -0.081 -0.051
H -3.801832 -1.493571 -1.639938 0.002 0.021 0.024
H -3.085828 -2.796921 -0.670143 -0.090 0.046 0.011
H -1.684806 -1.054136 -2.748216 0.021 0.011 0.061
H -1.740647 -2.826244 -2.647684 -0.005 0.050 -0.042
H 0.688232 -2.337082 -2.862890 -0.084 0.079 -0.015
H 2.979736 -2.493628 -2.948256 0.013 0.009 -0.002
H 5.114280 -3.124885 -1.908881 -0.004 -0.034 0.004
H 5.201312 -3.562310 0.535741 0.021 0.062 0.026
H 3.203303 -3.196527 1.938618 0.018 -0.027 -0.005
S 2.917978 0.557036 0.626719 0.006 0.053 -0.016
C 2.092475 1.670527 -0.288375 0.417 -0.274 0.209
N 2.050524 2.996482 -0.073238 -0.212 0.274 -0.230
C 1.240486 3.718221 -1.044016 -0.061 0.050 0.111
C 0.911972 2.621973 -2.075498 0.047 -0.092 -0.057
N 1.360330 1.410467 -1.396289 -0.378 0.328 -0.101
H 2.463299 3.425970 0.733597 0.101 -0.153 0.047
H 1.797489 4.543997 -1.485358 -0.031 -0.011 -0.015
H 0.335200 4.119910 -0.580736 0.007 -0.028 -0.001
H 1.457714 2.776707 -3.009267 -0.033 -0.005 0.013
H -0.155716 2.572760 -2.294101 0.036 0.069 -0.032
H 1.401915 0.518372 -1.848005 0.192 -0.110 0.070
C -2.165030 -1.668413 3.625450 -0.112 0.508 0.293
O -1.527914 -2.078631 2.451870 0.113 -0.479 -0.385
H -2.564067 -2.531413 4.161233 0.066 -0.040 -0.125
H -2.990272 -0.979489 3.408205 0.041 -0.061 -0.006
H -1.449096 -1.155408 4.275793 -0.045 -0.042 -0.028
```
Forces are in eV/Å.

Atomic partial charges in e from the Löwdin method, atoms 1 to 5: Tc 1.75; O -0.20; C -0.31; C 0.00; C -0.05

[2]
Formula: C20H23N4O9P2V
Source: OMol25
Level of theory: ωB97M-V with the def2-TZVPD basis set

Summary:
Total charge   -1
ΔE to the lowest compared entry with this formula, charge and spin   11.7 kcal per mole
Spin multiplicity   4
F_max   0.0540 Eh/bohr

```
59
Properties=species:S:1:pos:R:3:forces:R:3
V -0.458908 0.181460 -0.528583 0.962 0.199 0.868
C 1.640379 2.395262 -1.079494 -0.015 -0.081 0.301
N 1.127700 2.000983 0.245011 -0.381 0.064 -0.177
C 0.167400 2.962249 0.781831 0.074 -0.022 -0.252
C -1.089483 3.031135 -0.055656 0.225 -0.113 0.047
C -1.954848 4.097366 0.126960 0.159 0.091 0.128
C -3.128820 4.153190 -0.591459 -0.171 0.180 0.032
C -3.383582 3.148989 -1.503899 -0.044 -0.129 -0.157
C -2.468756 2.123494 -1.639848 0.051 -0.049 -0.035
N -1.336039 2.031899 -0.920337 -0.757 1.179 -0.048
C 2.228519 1.680520 1.142444 -0.153 -0.132 -0.030
C 1.849154 0.832326 2.335506 -0.071 -0.047 -0.002
C 2.834804 0.106445 2.991133 0.059 -0.101 0.017
C 2.460102 -0.718478 4.037141 0.021 -0.037 0.034
C 1.121748 -0.794525 4.388792 0.033 0.044 0.019
C 0.214500 -0.014481 3.691394 0.062 0.241 -0.041
N 0.574051 0.798445 2.694535 0.067 -0.129 0.266
C 2.044510 1.170041 -1.852153 -0.164 -0.005 0.297
C 3.216231 1.104670 -2.583903 0.087 0.167 -0.027
C 3.564363 -0.085191 -3.200782 0.048 0.056 -0.032
C 2.732756 -1.175369 -3.020613 -0.022 -0.147 -0.027
C 1.580214 -1.032302 -2.273394 -0.217 0.198 0.068
N 1.202749 0.133964 -1.710284 1.448 -0.305 -0.924
H 2.491334 3.079487 -0.994857 0.094 0.122 0.046
H 0.851681 2.916796 -1.613696 -0.113 0.033 -0.078
H 0.595603 3.972773 0.852150 0.084 0.103 0.004
H -0.107568 2.633254 1.782279 0.005 -0.070 -0.004
H -1.700860 4.861431 0.852780 -0.008 -0.022 -0.035
H -3.832524 4.963803 -0.439687 0.035 -0.034 -0.016
H -4.286726 3.133305 -2.099412 0.035 0.002 0.023
H -2.652447 1.323190 -2.338413 0.004 -0.081 0.000
H 2.742697 2.589372 1.483339 0.048 0.197 0.013
H 2.949544 1.109995 0.556739 0.094 -0.033 -0.002
H 3.868044 0.158483 2.660317 -0.084 -0.008 0.016
H 3.202008 -1.318821 4.552011 -0.039 0.018 -0.018
H 0.779569 -1.459549 5.171153 0.016 0.013 -0.058
H -0.847798 -0.044884 3.917667 0.159 0.049 -0.041
H 3.850672 1.982401 -2.647151 -0.034 -0.059 -0.006
H 4.472255 -0.163416 -3.786292 -0.011 0.003 0.023
H 2.967177 -2.142754 -3.446149 -0.008 0.040 0.015
H 0.922960 -1.870474 -2.101510 -0.068 -0.008 0.020
O 0.061754 -3.763808 -0.034707 -0.193 -0.150 0.057
P -0.280578 -2.542007 0.959836 0.013 0.425 0.199
O -0.143876 -2.922061 2.394970 0.069 -0.048 -0.049
O 0.530536 -1.365838 0.444036 -0.322 -0.743 0.064
O -1.851559 -2.314702 0.658787 0.045 0.056 -0.046
P -2.679859 -1.046435 1.319268 0.380 0.261 -0.064
O -2.456479 -1.372250 2.884461 0.074 -0.063 0.116
O -4.110457 -1.058523 0.995133 0.133 -0.078 0.028
O -1.826306 0.174890 0.947025 -0.913 -0.548 0.570
H -0.505000 -4.518268 0.179359 0.133 0.124 -0.051
H -1.649548 -1.921746 3.018398 -0.193 0.073 -0.206
C -1.717438 -1.098476 -4.465468 0.108 0.188 0.157
O -1.007535 -0.468670 -3.411176 0.266 0.099 0.167
C -1.516309 -0.686118 -2.061907 -1.908 -1.469 -1.386
O -2.574873 -1.303635 -2.051283 0.866 0.567 0.246
H -1.014647 -1.216791 -5.291147 0.003 0.000 -0.048
H -2.560833 -0.487664 -4.800075 -0.062 0.016 -0.005
H -2.112447 -2.064119 -4.158778 -0.008 -0.097 0.027
```
Forces are in eV/Å.

Atomic partial charges in e from the Löwdin method, atoms 1 to 5: V 0.72; C -0.12; N -0.17; C -0.12; C -0.24

[3]
Formula: C20H23NO6PPtS
Source: OMol25
Level of theory: ωB97M-V with the def2-TZVPD basis set

Summary:
Total charge   -1
ΔE to the lowest compared entry with this formula, charge and spin   23.5 kcal per mole
F_max   0.0182 Eh/bohr

```
53
Properties=species:S:1:pos:R:3:forces:R:3
Pt 0.826625 -1.128624 0.698735 0.382 -0.615 0.591
O -2.284731 -2.488264 2.945901 -0.046 0.070 0.108
C -1.268540 -2.042006 2.447135 0.042 0.120 -0.065
O -1.093492 -1.800370 1.183163 -0.008 -0.072 -0.029
C -0.062162 -1.742186 3.334982 -0.006 -0.014 -0.015
C -0.040616 -1.732832 4.715620 0.043 -0.107 -0.076
C 1.174775 -1.478369 5.346702 -0.017 -0.017 0.027
C 2.331862 -1.288063 4.603751 0.087 -0.036 -0.085
C 2.241303 -1.308147 3.221582 0.100 -0.036 -0.037
N 1.057823 -1.494097 2.659585 -0.300 0.158 -0.009
C 3.407419 -1.193174 2.225845 0.023 0.018 0.231
O 4.532945 -1.115549 2.699978 0.013 0.014 -0.041
O 3.075341 -1.245965 0.991857 -0.300 0.090 -0.168
H -0.953625 -1.934264 5.256844 -0.008 0.015 0.018
H 1.220766 -1.446791 6.428126 -0.003 -0.009 0.001
H 3.302336 -1.124747 5.051047 -0.022 0.001 0.024
C 1.579518 -3.359380 -2.084496 0.045 -0.035 0.024
C 0.401527 -2.433312 -2.368008 -0.083 0.056 -0.047
P 0.553468 -0.846451 -1.471255 0.036 0.012 -0.474
C 2.011210 -0.026260 -2.193973 -0.056 0.018 -0.001
C 2.042871 0.133681 -3.709145 0.003 0.012 -0.028
C -0.930345 0.119883 -1.930691 0.046 0.054 0.007
C -1.581553 -0.183998 -3.276870 0.008 -0.026 -0.035
H 1.399521 -4.351394 -2.501425 0.011 -0.003 -0.001
H 1.745518 -3.457130 -1.009916 -0.017 -0.002 -0.021
H 2.500680 -2.974092 -2.525051 0.008 0.010 0.003
H -0.536450 -2.882797 -2.030691 0.022 -0.011 0.042
H 0.301245 -2.249944 -3.441126 -0.034 0.004 0.020
H 2.872488 -0.588913 -1.822721 -0.016 -0.035 -0.013
H 2.064262 0.935709 -1.677461 0.005 0.009 -0.008
H 1.885764 -0.813670 -4.228749 0.013 -0.014 0.001
H 3.009992 0.523234 -4.030420 0.002 0.018 0.007
H 1.279783 0.833461 -4.053101 -0.020 -0.005 0.006
H -0.635745 1.171229 -1.868219 0.001 -0.026 0.021
H -1.641589 -0.031369 -1.114866 0.005 -0.026 -0.019
H -0.876236 -0.106556 -4.105323 0.007 0.016 -0.004
H -2.392728 0.520214 -3.466258 -0.003 0.006 0.014
H -2.006734 -1.187883 -3.297111 0.007 -0.014 0.000
O -4.946840 3.958205 0.558076 0.025 0.069 0.021
C -3.921926 4.114371 -0.325822 -0.109 -0.398 -0.229
O -4.109583 4.749034 -1.331069 0.039 0.180 0.115
C -2.657302 3.424234 0.016217 0.005 0.150 0.086
C -1.469347 3.893585 -0.546238 -0.037 -0.102 -0.015
C -0.262565 3.299808 -0.239276 -0.016 0.106 -0.002
C -0.179970 2.204574 0.639647 0.148 -0.029 0.091
S 1.353831 1.464625 1.003339 -0.012 0.355 -0.034
C -1.386355 1.735189 1.187560 -0.066 -0.026 -0.031
C -2.593843 2.329367 0.884781 0.048 0.049 -0.031
H -4.617228 3.486824 1.332668 -0.014 0.029 0.002
H -1.515722 4.729620 -1.231912 -0.012 0.026 0.000
H 0.652371 3.676949 -0.679023 0.023 -0.010 0.014
H -1.364062 0.863945 1.828069 0.017 -0.004 0.028
H -3.495960 1.888839 1.299005 -0.009 0.005 0.015
```
Forces are in eV/Å.

Atomic partial charges in e from the Löwdin method, atoms 1 to 5: Pt 0.91; O 0.05; C -0.60; O -0.19; C -0.17

[4]
Formula: C20H23NOS
Source: OMol25
Level of theory: ωB97M-V with the def2-TZVPD basis set

Summary:
Total charge   0
ΔE to the lowest compared entry with this formula, charge and spin   2.4 kcal per mole
Structure (SMILES)   O=C(c1ccccc1SCc1ccccc1)N1CCCCCC1
F_max   0.0107 Eh/bohr

```
46
Properties=species:S:1:pos:R:3:forces:R:3
O -0.089982 -1.297063 1.171618 0.061 0.028 0.237
C -0.591494 -0.377610 0.547727 0.057 -0.015 -0.036
C 0.061332 0.973432 0.559731 0.312 0.149 0.087
C 0.126601 1.678610 1.754367 -0.099 -0.057 -0.009
C 0.808161 2.880249 1.827223 -0.021 0.002 0.063
C 1.440840 3.387602 0.704542 0.086 0.079 -0.021
C 1.393971 2.688729 -0.488146 -0.017 0.091 0.104
C 0.716348 1.482196 -0.558007 -0.155 -0.276 -0.450
S 0.705171 0.578968 -2.100408 0.172 0.122 -0.029
C 2.453410 -0.004855 -2.070285 -0.423 0.236 0.018
C 2.702703 -0.803481 -0.836849 0.164 -0.090 0.024
C 3.280853 -0.211529 0.279046 0.030 -0.001 -0.111
C 3.451998 -0.936341 1.443961 0.026 -0.014 0.131
C 3.046507 -2.257332 1.505546 0.044 -0.023 0.077
C 2.469229 -2.853245 0.397871 0.017 -0.085 -0.053
C 2.294478 -2.129679 -0.765569 0.105 0.030 0.003
N -1.722970 -0.508381 -0.178067 -0.129 -0.229 -0.151
C -2.451712 0.607392 -0.734571 -0.061 0.429 0.190
C -3.517155 1.120069 0.243850 -0.107 0.031 -0.215
C -4.875184 0.418458 0.130663 0.061 -0.055 -0.020
C -4.816953 -1.078490 -0.193607 -0.066 0.061 0.242
C -3.705487 -1.848694 0.520733 -0.017 -0.028 -0.321
C -2.368270 -1.801468 -0.222281 0.080 -0.341 0.284
H -0.354817 1.268129 2.629553 -0.028 -0.044 0.104
H 0.849404 3.419620 2.761636 -0.004 0.043 0.081
H 1.973132 4.325841 0.756379 0.036 0.083 0.016
H 1.883494 3.073888 -1.370750 0.031 0.026 -0.080
H 2.549044 -0.600278 -2.977287 0.083 0.032 -0.020
H 3.094268 0.874541 -2.131776 0.073 -0.114 -0.052
H 3.593057 0.823470 0.236766 0.022 0.071 -0.021
H 3.895446 -0.462508 2.307710 0.038 0.022 0.075
H 3.170515 -2.819098 2.419104 0.009 -0.051 0.080
H 2.142210 -3.881068 0.445117 -0.035 -0.092 0.012
H 1.824541 -2.586136 -1.625567 -0.056 -0.057 -0.086
H -2.908519 0.290424 -1.674503 0.055 0.019 -0.066
H -1.751223 1.411597 -0.960516 -0.136 -0.095 -0.051
H -3.666947 2.188917 0.081443 0.024 0.049 0.058
H -3.119819 1.002992 1.254121 0.044 0.068 -0.002
H -5.466508 0.906582 -0.647295 -0.066 0.050 0.051
H -5.406417 0.560096 1.074342 -0.083 0.029 -0.029
H -4.698147 -1.217946 -1.270398 -0.045 -0.053 -0.054
H -5.783000 -1.511799 0.074910 -0.016 -0.015 -0.105
H -3.995710 -2.898844 0.592646 0.023 -0.019 0.058
H -3.573683 -1.473454 1.536107 0.034 -0.057 0.125
H -1.670041 -2.507977 0.232453 -0.116 0.075 -0.163
H -2.520984 -2.079195 -1.271574 -0.009 -0.014 0.022
```
Forces are in eV/Å.

Atomic partial charges in e from the Löwdin method, atoms 1 to 5: O 0.08; C -0.44; C -0.16; C -0.01; C -0.07